A) This record from the Open Molecules 2025 dataset describes C4H5NOS in the gas phase. The level of theory is ωB97M-V/def2-TZVPD.

The geometry in XYZ format:
```
12
C4H5NOS (ωB97M-V/def2-TZVPD)
C 0.240 0.835 -2.980
S 1.683 -0.461 0.046
H 0.540 0.840 -4.018
H -1.504 -0.557 1.930
C -0.408 -0.634 1.861
C -0.144 0.555 -1.847
H -0.257 -1.720 2.107
H 0.142 -0.150 2.629
C -0.776 0.346 -0.497
O -1.943 0.462 -0.301
N 0.077 -0.136 0.471
H 2.350 0.622 0.600
```

SMILES   C#CC(=O)N(C)S
HOMO level   -0.3475 hartree
Multiplicity   1



B) This record from the Open Molecules 2025 dataset describes C4H5NOS in the gas phase. The level of theory is ωB97M-V/def2-TZVPD.

The geometry in XYZ format:
```
12
C4H5NOS (ωB97M-V/def2-TZVPD)
O 3.226 -0.484 0.080
H -0.827 -0.981 1.584
H -0.653 1.693 -0.023
H -2.569 -0.008 -1.240
C 1.196 0.757 0.099
C 2.012 -0.487 0.084
N 1.226 -1.567 -0.064
S -2.513 -0.655 -0.027
C -0.152 0.689 0.260
H 1.808 1.632 -0.133
C -0.910 -0.480 0.606
H 1.589 -2.520 0.197
```

HOMO level (alpha / beta)   -0.3308 / -0.3076 hartree
Multiplicity   1



Top of the stability list: A), leading by 0.0281 hartree.